Entry 1:
{
  "formula": "C5H8N",
  "method": "the ωB97M-V functional and the def2-TZVPD basis",
  "symbols": ["C", "C", "C", "C", "C", "N", "H", "H", "H", "H", "H", "H", "H", "H"],
  "xyz": [[-1.492260, -0.714761, -0.240822], [-0.771624, 0.638763, -0.357500], [0.359719, 1.089722, 0.504234], [1.161122, -0.050349, 1.184247], [1.446656, -0.744037, 0.137476], [0.694425, 0.515360, -0.879824], [-1.278958, -1.205960, 0.716081], [-1.107023, -1.418402, -1.004345], [-2.564395, -0.553381, -0.394211], [-1.481070, 1.385222, -0.725785], [0.609236, 2.196541, 0.775598], [1.196039, -0.438921, 2.180327], [2.035863, -1.587504, -0.212903], [1.192274, 0.887712, -1.682579]],
  "forces_ev_per_a": [[0.59, -0.05, 0.02], [0.37, -1.45, 0.12], [1.90, 1.02, 0.71], [-2.09, 0.89, 0.72], [-0.15, 1.69, -3.22], [0.11, -2.13, 2.18], [-0.36, 0.26, -0.13], [-0.38, 0.54, 0.18], [0.28, -0.23, 0.18], [1.10, 0.32, -0.51], [-0.77, -2.15, -0.77], [0.27, 0.46, 0.65], [-0.49, 0.19, -0.25], [-0.38, 0.64, 0.13]],
  "mulliken_charge": [-1.157, 0.221, -0.081, -0.411, -0.179, -0.254, 0.349, 0.314, 0.385, 0.418, 0.360, 0.379, 0.378, 0.279],
  "smiles": "C[C@H]1[C@H]2C=C[N@H+]21",
  "e_homo_ev": -15.8,
  "energy_ev": -6793.80782,
  "multiplicity": 1,
  "gap_ha": 0.440,
  "relative_energy_kj_mol": 413.0,
  "charge": 1
}

***

Entry 2:
{
  "formula": "C55H54N5O3",
  "method": "the ωB97M-V functional and the def2-TZVPD basis",
  "symbols": ["C", "O", "C", "C", "C", "C", "N", "C", "C", "C", "C", "C", "C", "C", "C", "C", "C", "O", "N", "C", "C", "C", "C", "C", "H", "H", "H", "H", "H", "H", "H", "H", "H", "H", "H", "H", "H", "H", "H", "H", "H", "H", "H", "C", "C", "C", "C", "C", "C", "N", "C", "C", "C", "C", "C", "C", "C", "N", "N", "C", "C", "C", "C", "C", "C", "C", "C", "C", "C", "C", "O", "C", "C", "C", "C", "C", "C", "C", "C", "C", "C", "C", "H", "H", "H", "H", "H", "H", "H", "H", "H", "H", "H", "H", "H", "H", "H", "H", "H", "H", "H", "H", "H", "H", "H", "H", "H", "H", "H", "H", "H", "H", "H", "H", "H", "H", "H"],
  "xyz": [[-4.893219, 5.619516, -4.136765], [-4.200965, 6.526335, -3.244550], [-3.114769, 6.032201, -2.593856], [-2.475101, 6.876147, -1.652973], [-1.392115, 6.419974, -0.917575], [-0.896842, 5.127395, -1.121350], [0.270769, 4.748573, -0.449889], [1.146444, 3.765944, -0.810073], [1.045565, 2.668200, -1.779944], [2.166139, 2.502268, -2.682848], [2.382521, 1.301146, -3.281772], [3.607033, 1.123449, -4.061358], [3.748922, 0.139297, -5.063622], [4.965065, -0.050145, -5.709445], [6.069807, 0.759300, -5.403770], [5.923817, 1.775861, -4.455341], [4.710679, 1.964859, -3.800885], [0.093335, 1.847672, -1.795935], [2.241890, 3.922739, -0.036538], [3.476773, 3.174558, -0.132283], [2.043918, 4.964673, 0.861697], [0.826060, 5.466079, 0.620836], [-1.535236, 4.285794, -2.040642], [-2.623118, 4.725531, -2.785349], [-5.727729, 6.222173, -4.488924], [-4.250716, 5.310974, -4.976605], [-5.254584, 4.723609, -3.606897], [-2.835082, 7.891755, -1.514440], [-0.931832, 7.094556, -0.193110], [2.744619, 3.422207, -2.855684], [1.652893, 0.485548, -3.295682], [2.874401, -0.462220, -5.324889], [5.057877, -0.810030, -6.482662], [7.015835, 0.614940, -5.927567], [6.752649, 2.442291, -4.244447], [4.608634, 2.763913, -3.070653], [4.014796, 3.246960, 0.818909], [3.295861, 2.112553, -0.344739], [4.128622, 3.601859, -0.906000], [2.801069, 5.244053, 1.577639], [0.310274, 6.291544, 1.073804], [-1.248264, 3.262848, -2.172215], [-3.079540, 4.068194, -3.517989], [4.028887, -1.873072, -2.161720], [3.067216, -1.872411, -1.013906], [2.708732, -3.069910, -0.396069], [1.794407, -3.104744, 0.668030], [1.431771, -4.424498, 1.281043], [1.260091, -1.885776, 1.093080], [0.069064, -1.870429, 1.897051], [-0.077560, -2.322375, 3.201886], [1.035212, -2.812712, 3.995531], [0.805943, -3.856379, 4.923504], [1.893156, -4.447574, 5.559837], [3.188424, -3.959509, 5.346689], [3.402432, -2.859480, 4.509369], [2.329722, -2.268706, 3.857934], [-1.310861, -2.167370, 3.603713], [-1.983434, -1.531519, 2.559940], [-3.321380, -1.104243, 2.878927], [-3.518826, -0.463675, 4.120985], [-2.391709, -0.035565, 4.997997], [-4.828285, -0.237122, 4.552436], [-5.939770, -0.642963, 3.812938], [-7.325124, -0.351276, 4.309217], [-5.718315, -1.318380, 2.613934], [-4.428089, -1.593095, 2.150179], [-4.259875, -2.469922, 0.955694], [-1.176431, -1.481307, 1.476847], [-1.253640, -0.763935, 0.173968], [-0.833171, 0.401055, 0.039214], [-1.622205, -1.444001, -1.085890], [-2.043162, -0.533232, -2.173964], [-1.095827, -2.751044, -1.344807], [-1.333349, -3.853756, -0.495104], [-0.910176, -5.133816, -0.862216], [-0.143793, -5.321284, -2.015736], [0.169224, -4.230317, -2.833812], [-0.333658, -2.969928, -2.530648], [1.761705, -0.659866, 0.646596], [1.529672, 0.635950, 1.365809], [2.558928, -0.674073, -0.501254], [4.107107, -0.874866, -2.603344], [5.033262, -2.186847, -1.839653], [3.694855, -2.566004, -2.944586], [3.114728, -4.016532, -0.758290], [0.363060, -4.497844, 1.520384], [1.673541, -5.223628, 0.568130], [2.009172, -4.616867, 2.197763], [-0.218036, -4.198299, 5.081699], [1.727189, -5.295326, 6.225259], [4.036772, -4.425098, 5.846371], [4.404044, -2.458121, 4.357963], [2.482709, -1.396022, 3.220798], [-2.835575, 0.446471, 5.874029], [-1.774002, -0.872316, 5.346604], [-1.748011, 0.699681, 4.500888], [-4.987415, 0.282908, 5.496785], [-8.069857, -0.592828, 3.547876], [-7.565560, -0.927495, 5.210670], [-7.437817, 0.705633, 4.575305], [-6.578573, -1.646380, 2.031455], [-5.246796, -2.652067, 0.510906], [-3.631747, -1.982888, 0.196857], [-3.827173, -3.454605, 1.196704], [-2.313429, -1.104872, -3.069530], [-2.929590, 0.029981, -1.839670], [-1.244454, 0.191944, -2.412241], [-1.900425, -3.691616, 0.422745], [-1.167550, -5.983787, -0.229015], [0.212329, -6.322845, -2.277151], [0.803648, -4.356662, -3.715018], [-0.121511, -2.103415, -3.165688], [2.498385, 1.058950, 1.688526], [1.036386, 1.364230, 0.711679], [0.906419, 0.497793, 2.256805], [2.790814, 0.276802, -0.982858]],
  "forces_ev_per_a": [[0.19, 0.37, 0.25], [0.48, -0.72, 0.03], [0.10, -0.12, 0.17], [-0.22, -0.38, -0.26], [-0.16, 0.11, -0.28], [-1.70, 0.34, -1.01], [1.70, -1.00, 0.93], [-0.16, 1.89, 1.57], [-2.38, -3.45, -1.46], [-0.29, -0.06, -0.07], [0.38, 1.19, -0.87], [0.80, 0.14, -0.56], [-0.27, 0.17, 0.47], [0.20, 0.28, -0.08], [-0.55, -0.03, 0.09], [-0.14, -0.03, -0.18], [0.03, -0.48, -0.25], [2.35, 2.84, 0.44], [-0.47, 0.37, 0.28], [0.93, -0.47, 0.10], [0.48, -0.75, -0.44], [-0.65, -0.21, -0.89], [-0.25, 0.42, 0.12], [-0.06, 0.88, 0.29], [0.02, -0.27, -0.12], [-0.19, 0.21, 0.25], [0.10, 0.37, -0.07], [-0.04, -0.22, -0.03], [-0.18, -0.15, -0.42], [0.13, -0.83, 0.03], [0.16, 0.33, 0.57], [0.35, 0.03, 0.09], [-0.06, 0.12, 0.19], [-0.27, 0.03, 0.22], [-0.03, -0.09, 0.02], [0.23, -0.26, -0.10], [-0.27, -0.01, -0.14], [0.00, 0.50, 0.09], [-0.26, -0.14, 0.16], [-0.12, -0.07, -0.06], [0.04, -0.13, 0.06], [0.14, -0.12, 0.08], [0.12, 0.01, 0.28], [0.08, 0.01, -0.32], [-0.24, 0.15, 0.30], [-0.16, 0.07, 0.56], [0.13, -0.01, -0.79], [-0.06, -0.42, -0.03], [0.03, 0.10, -0.54], [-0.93, -0.69, 1.21], [-0.65, 0.80, -0.54], [0.64, -0.56, 1.15], [0.31, 0.40, -0.73], [0.06, 0.17, 0.10], [-0.14, 0.06, -0.14], [-0.12, -0.14, 0.26], [-0.61, -0.19, -0.20], [0.43, 0.22, -0.60], [1.53, -1.29, -0.33], [-1.38, -0.52, 0.25], [-0.26, -0.19, -0.53], [0.14, 0.42, 0.68], [0.17, -0.05, -0.28], [0.40, 0.05, -0.18], [-0.26, 0.03, 0.07], [0.15, 0.30, 0.24], [0.38, 0.07, 0.44], [-0.27, -0.06, -0.60], [1.11, 1.42, 1.17], [-0.92, -1.57, -5.19], [-0.91, 1.06, 2.31], [0.41, 0.77, 3.67], [0.45, 0.51, -0.49], [-0.25, -0.99, -0.41], [0.25, -0.26, -0.47], [0.22, 0.41, 0.04], [0.09, -0.32, 0.01], [-0.19, 0.23, 0.14], [-0.15, -0.08, 0.46], [-0.04, -0.04, -0.64], [-0.02, 0.40, 0.10], [0.26, -0.45, 0.47], [0.10, -0.26, 0.11], [-0.29, 0.07, -0.08], [0.12, 0.10, 0.12], [-0.08, 0.27, 0.07], [0.33, 0.01, -0.03], [-0.19, 0.18, 0.22], [-0.12, 0.16, -0.19], [0.34, -0.05, -0.08], [0.09, 0.27, -0.13], [-0.23, 0.06, -0.12], [-0.24, -0.12, 0.13], [0.03, -0.35, 0.18], [0.26, 0.05, -0.07], [-0.27, 0.36, -0.13], [0.01, -0.16, 0.03], [0.10, -0.12, -0.15], [0.04, 0.03, 0.10], [0.10, 0.03, -0.16], [0.05, -0.15, -0.09], [0.24, -0.05, 0.07], [0.28, -0.03, 0.06], [-0.05, -0.28, 0.07], [-0.10, 0.40, 0.07], [0.03, 0.13, 0.11], [0.28, 0.02, -0.19], [-0.48, -0.20, -0.22], [0.04, -0.23, -0.32], [0.12, 0.15, -0.16], [-0.16, 0.37, 0.08], [-0.25, -0.06, 0.23], [-0.06, -0.39, 0.14], [-0.22, -0.30, 0.01], [-0.01, -0.24, 0.26], [0.07, 0.18, -0.23], [0.22, -0.28, 0.18]],
  "mulliken_charge": [-0.809, -0.450, 0.896, -1.019, -0.861, 0.616, 0.268, 0.481, 0.476, -1.409, -0.065, 0.372, 0.216, -0.728, -0.445, -0.803, -0.404, -0.591, 0.303, -0.998, -0.726, -0.480, 0.002, -0.732, 0.242, 0.327, 0.348, 0.423, 0.186, 1.163, 0.124, 0.473, 0.406, 0.404, 0.393, 0.264, 0.348, 0.387, 0.394, 0.508, 0.491, 0.630, 0.425, -1.562, 0.600, -0.739, 1.302, -2.108, -0.674, 1.554, 0.598, 0.191, -0.773, -0.681, -0.477, -0.728, 0.258, -1.320, 1.602, 0.110, 0.780, -1.237, -1.021, 0.558, -1.495, -1.299, 1.186, -1.083, -0.564, 0.691, -0.825, 0.261, -1.690, 0.700, 0.625, -0.903, -0.577, -0.733, -0.950, 0.624, -1.354, 0.539, 0.170, 0.385, 0.326, 0.420, 0.247, 0.573, 0.375, 0.457, 0.410, 0.403, 0.422, 0.456, 0.429, 0.201, 0.242, 0.365, 0.364, 0.314, 0.362, 0.318, 0.469, -0.038, 0.324, 0.403, 0.428, 0.038, 0.339, 0.419, 0.374, 0.419, 0.319, 0.621, -0.280, 0.213, -0.716],
  "e_homo_ev": -7.4,
  "energy_ev": -71495.28805,
  "multiplicity": 1,
  "gap_ha": 0.133,
  "relative_energy_kj_mol": 135.1,
  "charge": 1
}

***

Entry 3:
{
  "formula": "C2H3O2Yb",
  "method": "the ωB97M-V functional and the def2-TZVPD basis",
  "symbols": ["C", "C", "O", "O", "H", "H", "Yb", "H"],
  "xyz": [[-0.920376, 0.512598, -0.006803], [-0.426040, -0.875349, 0.045086], [0.914556, -1.111700, -0.000674], [0.127813, 1.327358, -0.038044], [-1.044138, -1.170329, -0.885544], [-0.129347, 2.257597, -0.066185], [2.446730, 0.390400, 0.045739], [-0.969198, -1.330577, 0.906424]],
  "forces_ev_per_a": [[-0.81, -0.47, 0.57], [-2.25, 0.59, -0.70], [3.03, 1.99, 0.08], [2.00, 0.37, -0.07], [0.90, -0.43, 0.82], [-0.39, 0.11, -0.08], [-2.78, -2.08, -0.11], [0.30, -0.07, -0.51]],
  "mulliken_charge": [-0.473, 0.150, -0.472, -0.101, 0.341, 0.379, 0.770, 0.407],
  "e_homo_ev": [-12.0, -13.1],
  "energy_ev": -37735.23042,
  "multiplicity": 3,
  "gap_ha": [0.265, 0.215],
  "charge": 1,
  "s_squared": 2.001
}

***

Entry 4:
{
  "formula": "C7H20O7",
  "method": "the ωB97M-V functional and the def2-TZVPD basis",
  "symbols": ["C", "C", "C", "C", "C", "O", "C", "C", "H", "H", "H", "H", "H", "H", "H", "H", "O", "H", "H", "O", "H", "H", "O", "H", "H", "O", "H", "H", "O", "H", "H", "O", "H", "H"],
  "xyz": [[-2.942881, -0.983075, -1.605804], [-1.592883, -0.825362, -0.929004], [-0.977356, -1.706092, 0.024478], [0.254574, -1.218019, 0.710974], [0.814378, 0.022901, 0.360184], [2.056713, 0.346207, 0.722971], [0.070784, 0.857202, -0.436777], [-1.090764, 0.471559, -1.078804], [-3.651492, -0.455811, -0.985325], [-3.107200, -2.032280, -1.454766], [-2.831592, -0.580143, -2.638436], [-1.452974, -2.715465, 0.088532], [0.894324, -1.815009, 1.457399], [2.298547, 0.102739, 1.726569], [0.532750, 1.861651, -0.604905], [-1.465120, 1.168234, -1.837467], [1.791807, 0.308473, 3.345501], [0.918601, 0.253194, 3.693243], [2.169706, 1.162062, 3.538413], [-2.310933, -0.961472, 2.751694], [-1.930864, -1.073120, 1.929094], [-3.247540, -1.023420, 2.698290], [1.035003, -1.242908, -2.434461], [1.010173, -1.861292, -3.129341], [1.579128, -1.606735, -1.594573], [1.490056, 2.069957, -3.119068], [0.708752, 2.015165, -3.752875], [1.917524, 1.245026, -3.174719], [-0.958674, 1.950815, 3.776398], [-1.352298, 2.548787, 3.016172], [-1.406879, 1.102634, 3.697670], [3.742411, 0.724399, -1.762185], [3.505223, 0.369296, -1.017526], [3.528998, 1.519904, -1.981547]],
  "forces_ev_per_a": [[1.76, -0.64, 0.51], [0.29, 1.06, 1.51], [0.91, 1.71, -0.52], [-0.78, -1.76, -0.50], [-1.60, -2.10, 0.72], [2.02, 0.13, 2.40], [0.65, 2.14, -0.77], [1.45, -0.06, 0.14], [-0.46, 0.34, -0.27], [-0.95, -0.72, -0.99], [-0.68, -0.71, 0.70], [0.87, 0.84, 0.53], [-1.41, 0.48, -1.30], [-1.46, 0.53, -2.63], [-0.62, -0.92, -0.11], [-0.33, -0.33, 0.47], [1.54, -0.80, -0.40], [-1.09, 0.38, 0.37], [-0.27, 0.49, 0.33], [-0.03, 0.73, 3.49], [1.08, -0.39, -2.98], [-1.01, -0.12, -0.33], [1.81, 0.54, 3.91], [0.34, -1.57, -0.93], [-1.98, 0.95, -3.36], [-2.41, 1.87, -1.27], [1.69, 0.03, 1.32], [0.67, -2.00, -0.05], [-0.88, 1.96, -2.09], [1.19, -2.08, 2.32], [-0.36, -0.13, -0.30], [5.03, -5.29, -5.55], [-2.62, -2.08, 6.68], [-2.38, 7.53, -1.05]],
  "mulliken_charge": [-1.509, 1.573, -1.362, 0.180, 0.261, -0.592, -0.270, -0.677, 0.327, 0.394, 0.351, 0.318, 0.211, 0.332, 0.246, 0.299, -0.651, 0.300, 0.324, -0.665, 0.383, 0.280, -0.535, 0.231, 0.310, -0.610, 0.291, 0.295, -0.667, 0.326, 0.327, -0.574, 0.258, 0.295],
  "smiles": "Cc1ccc(O)cc1.O.O.O.O.O.O",
  "e_homo_ev": -8.4,
  "energy_ev": -21913.73747,
  "multiplicity": 1,
  "gap_ha": 0.324,
  "relative_energy_kj_mol": 88.8,
  "charge": 0
}